Molecular formula: C4H9N2O2S
Method: DFT, ωB97M-V with the def2-TZVPD basis set

Geometry (Å):
O  2.843  0.989  -0.429
C  -3.022  -0.767  2.212
H  0.940  -1.882  -0.186
S  1.369  0.484  -0.835
C  0.586  -0.908  0.065
H  2.701  -0.879  -2.572
H  -3.919  -0.470  2.835
C  1.739  -0.229  -2.412
H  2.977  1.997  -0.443
O  0.542  1.589  -1.009
H  1.907  0.592  -3.172
C  -1.064  0.266  1.149
H  -2.928  -1.730  1.692
H  -2.384  1.091  2.339
N  -0.391  -0.797  0.859
N  -2.128  0.247  1.974
H  1.019  -0.860  -2.947
H  -0.788  1.268  0.879

Energy relative to the best compared isomer or geometry (same formula, charge and spin)   392.7 kJ/mol
Net charge   +1
LUMO energy (spin up / spin down)   -0.1816 / -0.1627 Ha
E_tot   -22192.7949 eV
HOMO (spin up / spin down)   -11.65 / -11.71 eV